Entry 1:
Formula: C18H15NO3
Source: the Open Molecules 2025 dataset
Level of theory: ωB97M-V/def2-TZVPD

Geometry (Å):
C -2.188 0.892 2.930
C -0.835 0.436 3.354
C 0.600 1.079 2.797
C 1.118 0.204 1.475
C 1.270 0.955 -0.012
C 1.716 0.173 -1.380
C 1.896 0.785 -2.878
O 0.890 1.749 -3.322
C -0.468 1.427 -2.867
C -1.268 0.010 -3.065
C -2.796 -0.107 -2.392
C -3.534 1.091 -1.550
C -2.743 2.520 -1.374
C -1.244 2.647 -2.027
C 2.073 -1.452 -1.204
C 1.978 -2.195 0.254
C 1.482 -1.397 1.599
C 1.480 -2.406 2.890
O 1.135 -2.142 4.155
N 2.033 -3.701 2.262
C 2.295 -3.731 0.742
O 2.675 -4.780 0.004
H -2.868 1.516 3.687
H -2.709 0.629 1.900
H -0.817 -0.416 4.190
H 1.392 1.133 3.656
H 0.300 2.145 2.358
H 1.020 2.101 -0.064
H 1.974 -0.101 -3.647
H 2.963 1.322 -2.903
H -0.767 -0.878 -3.657
H -3.381 -1.136 -2.492
H -4.597 1.007 -1.043
H -3.152 3.460 -0.775
H -0.667 3.680 -1.867
H 2.438 -2.062 -2.161
H 1.308 -4.456 2.427

Output
* DFT total energy: -26518.7281 eV
* net charge: 0
* SMILES: C=CCc1cc(COc2ccccc2)cc2c1C(=O)NC2=O
* max |F|: 8.82 eV/A
* ΔE to the lowest compared entry with this formula, charge and spin: 2348.90 kJ/mol

The molecule's Mulliken atomic charges, reported in e, are given here: atom 1 (C): -0.5883, atom 2 (C): -0.1872, atom 3 (C): -0.5400, atom 4 (C): 0.6068, atom 5 (C): -0.4897, atom 6 (C): 0.5837, atom 7 (C): -0.5118, atom 8 (O): -0.3779, atom 9 (C): 0.3440, atom 10 (C): -0.2959, atom 11 (C): -0.3555, atom 12 (C): -0.4233, atom 13 (C): -0.3046, atom 14 (C): -0.2529, atom 15 (C): -0.6719, atom 16 (C): -0.0357, atom 17 (C): 0.0678, atom 18 (C): 0.3539, atom 19 (O): -0.5328, atom 20 (N): -0.2776, atom 21 (C): 0.2923, atom 22 (O): -0.5334, atom 23 (H): 0.2135, atom 24 (H): 0.2369, atom 25 (H): 0.2918, atom 26 (H): 0.3297, atom 27 (H): 0.3187, atom 28 (H): 0.1437, atom 29 (H): 0.2901, atom 30 (H): 0.3317, atom 31 (H): 0.2938, atom 32 (H): 0.2671, atom 33 (H): 0.3173, atom 34 (H): 0.2820, atom 35 (H): 0.3149, atom 36 (H): 0.2162, atom 37 (H): 0.2824

Entry 2:
Formula: C18H15NO6S
Source: the Open Molecules 2025 dataset
Level of theory: ωB97M-V/def2-TZVPD

Geometry (Å):
O 3.436 3.884 2.021
O 3.688 -1.776 6.477
O -3.567 1.463 -1.323
O -3.050 -0.326 0.103
O 5.747 -1.043 6.489
C 0.287 2.176 -0.048
C -0.315 1.288 -0.586
O 1.418 2.636 1.917
C 2.746 2.892 2.331
C 4.489 1.974 3.951
C 2.386 0.788 3.649
C 4.930 1.056 4.899
C 2.858 -0.166 4.532
C -3.602 -1.053 -4.881
C -3.406 -3.023 -3.416
C -3.373 -0.273 -3.768
C -3.115 -2.167 -2.324
C 3.236 1.831 3.323
C 4.122 -0.020 5.212
C -3.675 -2.478 -4.694
C -3.187 -0.803 -2.538
N 4.534 -0.974 6.131
C 1.044 3.157 0.679
C -3.953 -3.407 -5.832
C -0.967 0.418 -1.557
S -2.748 0.287 -1.169
H 5.236 2.654 3.604
H 1.371 0.779 3.289
H 6.001 0.981 5.158
H 2.370 -1.072 4.588
H -3.998 -0.645 -5.847
H -3.505 -4.153 -3.320
H -3.472 0.794 -3.975
H -2.923 -2.594 -1.326
H 1.906 3.376 -0.042
H 0.483 4.072 0.806
H -4.719 -4.038 -5.580
H -4.242 -2.896 -6.744
H -3.043 -3.991 -6.070
H -0.511 -0.551 -1.608
H -0.916 0.938 -2.510

Output
* DFT total energy: -43512.8714 eV
* net charge: 0
* SMILES: Cc1ccc(S(=O)(=O)CC#CCOC(=O)c2ccc([N+](=O)[O-])cc2)cc1
* max |F|: 4.23 eV/A
* ΔE to the lowest compared entry with this formula, charge and spin: 700.51 kJ/mol

The molecule's Mulliken atomic charges, reported in e, are given here: atom 1 (O): -0.5799, atom 2 (O): -0.5648, atom 3 (O): -0.6738, atom 4 (O): -0.6776, atom 5 (O): -0.5679, atom 6 (C): 0.4159, atom 7 (C): 0.0572, atom 8 (O): -0.2197, atom 9 (C): 0.4245, atom 10 (C): -0.5161, atom 11 (C): -0.5938, atom 12 (C): -0.2059, atom 13 (C): -0.4154, atom 14 (C): -0.7748, atom 15 (C): -0.5650, atom 16 (C): -0.2395, atom 17 (C): -0.4309, atom 18 (C): 0.3900, atom 19 (C): 0.0235, atom 20 (C): 1.0047, atom 21 (C): 0.0542, atom 22 (N): 0.8721, atom 23 (C): -1.0441, atom 24 (C): -1.4891, atom 25 (C): -0.6701, atom 26 (S): 1.2765, atom 27 (H): 0.4173, atom 28 (H): 0.5202, atom 29 (H): 0.3737, atom 30 (H): 0.4937, atom 31 (H): 0.2253, atom 32 (H): 0.2738, atom 33 (H): 0.3894, atom 34 (H): 0.4018, atom 35 (H): 0.3526, atom 36 (H): 0.3543, atom 37 (H): 0.4206, atom 38 (H): 0.3692, atom 39 (H): 0.2997, atom 40 (H): 0.4640, atom 41 (H): 0.3543

Entry 3:
Formula: C18H16ClF6N4OPdSSb
Source: the Open Molecules 2025 dataset
Level of theory: ωB97M-V/def2-TZVPD

Geometry (Å):
Pd 0.356 0.220 -0.147
Cl -6.025 -2.360 1.749
C -4.555 -2.019 0.969
C -3.793 -3.065 0.425
C -2.605 -2.773 -0.169
C -2.076 -1.429 -0.210
O -0.903 -1.321 -0.655
C -2.943 -0.346 0.276
C -2.647 1.093 0.151
N -1.569 1.480 -0.386
C -1.135 2.808 -0.515
C -1.932 3.849 -0.906
C -1.407 5.153 -1.019
C -0.103 5.401 -0.713
C 0.753 4.348 -0.305
C 2.102 4.571 0.060
C 2.876 3.530 0.472
C 2.328 2.237 0.477
N 1.084 1.997 0.120
C 0.252 3.037 -0.245
C -4.135 -0.681 0.861
H -4.153 -4.081 0.499
H -1.965 -3.545 -0.573
H -3.395 1.784 0.552
H -2.970 3.660 -1.148
H -2.054 5.958 -1.338
H 0.301 6.403 -0.776
H 2.498 5.578 0.020
H 3.901 3.667 0.784
H 2.906 1.378 0.782
H -4.785 0.094 1.247
C 4.768 -1.262 -0.296
N 3.418 -0.836 -0.631
C 3.061 -0.343 -1.801
N 3.986 -0.179 -2.752
S 1.437 0.106 -2.181
H 4.762 -1.607 0.734
H 5.471 -0.431 -0.378
H 5.094 -2.086 -0.933
H 2.670 -1.074 0.015
H 4.917 -0.547 -2.653
H 3.709 0.174 -3.651
F -0.379 -0.125 1.993
Sb 0.821 -1.564 2.576
F 1.239 -2.116 0.797
F -0.694 -2.660 2.477
F 2.024 -2.868 3.164
F 0.615 -0.969 4.329
F 2.189 -0.278 2.246

Output
* DFT total energy: -76611.9038 eV
* multiplicity: 2
* net charge: +1
* max |F|: 1.47 eV/A
* ΔE to the lowest compared entry with this formula, charge and spin: 160.58 kJ/mol

The molecule's Mulliken atomic charges, reported in e, are given here: atom 1 (Pd): 0.3277, atom 2 (Cl): -0.1404, atom 3 (C): 0.2941, atom 4 (C): -0.5548, atom 5 (C): -0.3409, atom 6 (C): 0.5553, atom 7 (O): -0.6324, atom 8 (C): 0.6059, atom 9 (C): -0.2483, atom 10 (N): -0.1056, atom 11 (C): 0.2356, atom 12 (C): -0.1564, atom 13 (C): -0.8434, atom 14 (C): -0.9368, atom 15 (C): 0.8660, atom 16 (C): -0.5213, atom 17 (C): -1.2918, atom 18 (C): -0.0890, atom 19 (N): 0.3938, atom 20 (C): 0.0569, atom 21 (C): -0.8996, atom 22 (H): 0.4350, atom 23 (H): 0.4919, atom 24 (H): 0.5009, atom 25 (H): 0.5579, atom 26 (H): 0.4134, atom 27 (H): 0.4080, atom 28 (H): 0.4415, atom 29 (H): 0.4323, atom 30 (H): 0.6757, atom 31 (H): 0.4440, atom 32 (C): -1.2079, atom 33 (N): 0.2495, atom 34 (C): 0.8426, atom 35 (N): -0.4144, atom 36 (S): -0.3343, atom 37 (H): 0.3327, atom 38 (H): 0.4284, atom 39 (H): 0.4199, atom 40 (H): -0.0042, atom 41 (H): 0.1963, atom 42 (H): 0.2238, atom 43 (F): -0.6537, atom 44 (Sb): 2.4259, atom 45 (F): -0.6774, atom 46 (F): -0.5622, atom 47 (F): -0.5351, atom 48 (F): -0.5218, atom 49 (F): -0.5830

Entry 4:
Formula: C18H16ClN3O4S
Source: the Open Molecules 2025 dataset
Level of theory: ωB97M-V/def2-TZVPD

Geometry (Å):
C -0.231 -2.321 0.351
H -0.244 -2.526 1.427
O -1.238 -1.411 -0.014
C -2.548 -1.773 0.133
C -2.993 -2.954 0.703
C -4.354 -3.206 0.806
C -5.272 -2.285 0.345
C -4.842 -1.099 -0.230
C -3.487 -0.834 -0.342
N -2.959 0.329 -0.916
C -3.623 1.413 -1.369
O -4.824 1.571 -1.376
C -2.683 2.494 -1.913
H -3.262 3.186 -2.524
H -1.849 2.078 -2.474
S -1.985 3.524 -0.573
C -0.642 2.549 -0.131
N -0.282 1.401 -0.633
N 0.826 1.023 0.030
C 1.098 1.940 0.895
O 0.193 2.955 0.845
C 2.233 2.007 1.862
O 3.467 2.262 1.237
C 4.125 1.249 0.594
C 3.647 -0.045 0.435
C 4.420 -0.990 -0.219
C 5.665 -0.646 -0.714
C 6.149 0.646 -0.566
C 5.380 1.587 0.086
H 5.734 2.597 0.215
H 7.118 0.909 -0.958
Cl 6.624 -1.833 -1.527
H 4.048 -1.995 -0.346
H 2.668 -0.322 0.786
H 2.062 2.861 2.524
H 2.272 1.084 2.454
H -1.940 0.340 -0.945
H -5.551 -0.375 -0.594
H -6.329 -2.483 0.427
H -4.685 -4.131 1.253
H -2.289 -3.683 1.071
H 0.702 -1.828 0.083
H -0.321 -3.262 -0.200

Output
* DFT total energy: -54942.9412 eV
* net charge: 0
* SMILES: COc1ccccc1NC(=O)CSc1nnc(COc2ccc(Cl)cc2)o1
* max |F|: 1.48 eV/A
* ΔE to the lowest compared entry with this formula, charge and spin: 2.71 kJ/mol

The molecule's Mulliken atomic charges, reported in e, are given here: atom 1 (C): -0.8459, atom 2 (H): 0.3695, atom 3 (O): -0.3638, atom 4 (C): 0.7771, atom 5 (C): -0.5073, atom 6 (C): -0.6802, atom 7 (C): -0.7098, atom 8 (C): -0.5001, atom 9 (C): 0.1805, atom 10 (N): 0.0909, atom 11 (C): 0.6770, atom 12 (O): -0.6490, atom 13 (C): -0.8346, atom 14 (H): 0.4366, atom 15 (H): 0.3593, atom 16 (S): -0.1483, atom 17 (C): 0.5860, atom 18 (N): -0.5058, atom 19 (N): -0.2249, atom 20 (C): 0.7882, atom 21 (O): -0.3557, atom 22 (C): -0.8288, atom 23 (O): -0.4369, atom 24 (C): 0.4242, atom 25 (C): 0.1882, atom 26 (C): -0.8282, atom 27 (C): 0.2755, atom 28 (C): -0.4689, atom 29 (C): -0.4871, atom 30 (H): 0.4142, atom 31 (H): 0.4060, atom 32 (Cl): -0.2240, atom 33 (H): 0.4214, atom 34 (H): 0.1620, atom 35 (H): 0.2778, atom 36 (H): 0.3743, atom 37 (H): 0.2394, atom 38 (H): 0.5189, atom 39 (H): 0.3815, atom 40 (H): 0.3770, atom 41 (H): 0.3983, atom 42 (H): 0.0608, atom 43 (H): 0.4146

Question: What is the formula in the fourth record?
Answer: C18H16ClN3O4S

Question: What is the DFT total energy in the second record?
Answer: -43512.8714 eV

Question: max |F| of number 3 (C18H16ClF6N4OPdSSb)?
Answer: 1.47 eV/A